Molecular formula: C21H45IrN2P3SSe
Method: DFT, ωB97M-V/def2-TZVPD

```
74
Properties=species:S:1:pos:R:3:lowdin_spin:R:1
Ir -0.32351 -0.27650 -0.15012 1.46
P -1.57262 -1.92005 0.57855 0.25
P 1.34270 -0.29708 1.44394 0.16
P 1.12776 -1.12905 -1.62623 0.21
H -3.02079 3.59155 -6.06143 0.02
C -3.44643 2.71109 -6.54752 0.42
C -3.72073 1.67114 -5.73123 0.44
H -3.90944 1.78853 -4.66607 0.02
C -2.96811 -1.49247 1.63401 0.05
C -0.78487 -3.27754 1.48130 0.04
C -2.37716 -2.58825 -0.89431 0.07
C 2.45181 1.14626 1.50196 0.04
C 0.62852 -0.26452 3.10773 0.03
C 2.51464 -1.71006 1.56484 0.02
C 0.46246 -0.92476 -3.29446 0.06
C 1.51146 -2.92302 -1.55679 0.04
C 2.67467 -0.18195 -1.78607 0.04
H -3.63013 2.89511 -7.64299 0.02
H -3.82456 0.65898 -6.08567 0.03
H -3.61525 -0.74812 1.16209 0.00
H -2.62529 -1.13838 2.60654 0.00
H -3.51999 -2.42958 1.77517 0.01
H -0.34246 -2.90783 2.41238 0.00
H -0.03970 -3.78910 0.86514 0.00
H -1.59081 -3.98124 1.73153 0.01
H -2.90620 -1.77472 -1.40680 0.01
H -3.10058 -3.33155 -0.53463 0.01
H -1.63936 -3.05833 -1.55423 0.00
H 3.27464 0.90010 2.19627 0.01
H 1.89194 2.01595 1.89140 0.00
H 2.87077 1.35329 0.50795 0.00
H 1.34374 -0.78395 3.76031 0.00
H -0.34589 -0.76386 3.14412 0.00
H 0.53316 0.77462 3.44413 0.00
H 3.07234 -1.56504 2.50411 0.00
H 3.23319 -1.72952 0.73547 0.00
H 1.97392 -2.66214 1.63443 0.00
H 1.18501 -1.33571 -4.01911 0.01
H 0.31355 0.15444 -3.46756 0.01
H -0.49029 -1.46612 -3.35101 0.00
H 2.08501 -3.20423 -2.45557 0.01
H 0.57785 -3.50152 -1.54557 0.00
H 2.10586 -3.16379 -0.67034 0.00
H 3.08672 -0.36131 -2.79681 0.00
H 3.41097 -0.48641 -1.02570 0.00
H 2.44065 0.89590 -1.68799 0.01
C 0.41205 3.39950 -2.59075 0.08
C -0.84759 3.05247 -3.08344 0.04
C -1.04977 2.92628 -4.44638 0.03
C -0.03422 3.07879 -5.39489 0.06
C 1.25253 3.40193 -4.91990 0.00
C 1.47462 3.57248 -3.52952 0.06
Se 0.63865 3.82076 -0.70794 0.66
H 1.79635 2.89300 -0.39699 0.02
H -1.67348 2.86545 -2.41762 0.00
H -2.03382 2.67237 -4.78196 0.01
H -0.16624 2.95088 -6.48468 0.00
H 2.09801 3.51777 -5.63375 0.00
H 2.49046 3.80099 -3.12475 0.00
S -1.87005 1.36677 0.46487 0.40
C -1.57302 2.00728 2.06128 0.05
N -0.45851 2.72737 2.32360 0.02
C -0.36965 3.60871 3.48598 0.00
C -0.84609 2.82078 4.69034 0.00
C -2.16550 2.10630 4.48763 0.00
N -2.45098 1.86712 3.06977 0.02
H 0.06461 2.95341 1.48305 0.01
H -1.01213 4.49090 3.31684 0.00
H 0.68648 3.91323 3.55252 0.00
H -0.91262 3.49985 5.54911 0.00
H -0.09601 2.06035 4.89541 0.00
H -2.97366 2.72512 4.89654 0.00
H -2.16234 1.13375 5.01816 0.00
H -3.25665 1.29134 2.86794 0.00
```

Values from the calculation:
* E_HOMO (spin up / spin down): -17.1698 / -19.7995 eV
* net charge: +4
* maximum force: 3.172 eV/A
* lowest unoccupied orbital energy (spin up / spin down): -11.856 / -15.469 eV
* spin multiplicity: 6
* energy relative to the best compared isomer or geometry (same formula, charge and spin): 0.0 kcal/mol
* HOMO-LUMO gap (spin up / spin down): 5.31 / 4.33 eV